1.
{"formula": "C27H25N4O7P4V", "method": "the ωB97M-V functional and the def2-TZVPD basis", "species": ["V", "O", "P", "O", "O", "O", "P", "O", "O", "O", "H", "H", "C", "N", "P", "C", "C", "C", "C", "C", "C", "C", "C", "C", "C", "C", "C", "P", "C", "C", "C", "C", "C", "C", "C", "C", "C", "C", "C", "C", "H", "H", "H", "H", "H", "H", "H", "H", "H", "H", "H", "H", "H", "H", "H", "H", "H", "H", "H", "H", "H", "H", "H", "N", "C", "N", "C", "N"], "xyz": [[-1.184, 0.190, 1.121], [-2.704, 1.009, 3.291], [-1.653, -0.162, 3.654], [-1.403, -0.326, 5.072], [-0.471, 0.149, 2.717], [-2.429, -1.467, 3.032], [-2.209, -1.898, 1.494], [-3.130, -3.152, 1.344], [-0.779, -2.132, 1.206], [-2.703, -0.721, 0.631], [-3.278, 1.173, 4.046], [-3.885, -3.209, 1.930], [1.205, 1.729, -1.560], [0.990, 0.375, -1.022], [-0.652, -0.185, -1.121], [-1.439, 0.627, -2.531], [-2.595, 1.379, -2.360], [-3.187, 1.974, -3.463], [-2.632, 1.802, -4.722], [-1.493, 1.029, -4.893], [-0.892, 0.437, -3.798], [-0.593, -1.920, -1.576], [0.578, -2.652, -1.721], [0.496, -4.004, -2.013], [-0.742, -4.614, -2.136], [-1.912, -3.882, -1.993], [-1.840, -2.529, -1.722], [1.105, 0.297, 0.733], [2.212, -1.101, 0.986], [2.118, -1.894, 2.124], [3.031, -2.919, 2.315], [4.033, -3.147, 1.384], [4.132, -2.349, 0.254], [3.224, -1.325, 0.050], [1.979, 1.764, 1.354], [1.248, 2.760, 1.999], [1.901, 3.856, 2.538], [3.279, 3.960, 2.439], [4.008, 2.968, 1.802], [3.367, 1.867, 1.261], [1.070, 1.718, -2.641], [2.232, 2.023, -1.348], [0.515, 2.461, -1.121], [-3.022, 1.473, -1.367], [-4.079, 2.568, -3.342], [-3.094, 2.267, -5.576], [-1.080, 0.883, -5.878], [-0.008, -0.176, -3.904], [1.533, -2.165, -1.603], [1.396, -4.585, -2.148], [-0.798, -5.669, -2.350], [-2.870, -4.369, -2.098], [-2.737, -1.932, -1.610], [1.335, -1.715, 2.848], [2.965, -3.540, 3.195], [4.751, -3.937, 1.546], [4.916, -2.525, -0.466], [3.295, -0.696, -0.826], [0.173, 2.657, 2.096], [1.336, 4.624, 3.043], [3.784, 4.813, 2.864], [5.082, 3.054, 1.739], [3.938, 1.087, 0.778], [-1.591, 1.861, 0.773], [-2.340, 2.778, 0.943], [-2.975, 3.816, 0.934], [-3.974, 4.437, 1.469], [-4.854, 5.031, 1.906]], "spin_multiplicity": 2, "e_lumo_ev": [-4.4, -4.1], "e_above_lowest_kcal_mol": 39.14, "orbital_gap_ev": [7.63, 7.91], "s2": 0.7664, "total_charge": 1, "largest_force_ha_per_bohr": 0.0704}

2.
{"formula": "CH4I2N2", "method": "the ωB97M-V functional and the def2-TZVPD basis", "species": ["C", "N", "N", "I", "I", "H", "H", "H", "H"], "xyz": [[1.177, -0.250, -0.197], [0.255, 0.442, 0.594], [-1.326, 0.425, -0.478], [-2.339, -1.336, 0.001], [-2.245, 2.169, -0.074], [1.382, 0.261, -1.204], [2.168, -0.187, 0.282], [0.968, -1.335, -0.200], [-0.039, -0.189, 1.276]], "e_lumo_ev": -1.1, "e_above_lowest_kcal_mol": 44.44, "orbital_gap_ev": 7.71, "total_charge": 0, "largest_force_ha_per_bohr": 0.0853}

3.
{"formula": "C45H37BCoF4GeN5O2S", "method": "the ωB97M-V functional and the def2-TZVPD basis", "species": ["Co", "C", "C", "N", "C", "C", "C", "C", "C", "C", "C", "N", "C", "C", "C", "C", "C", "C", "C", "C", "N", "C", "H", "H", "H", "H", "H", "H", "H", "H", "H", "H", "H", "H", "N", "C", "S", "C", "C", "C", "N", "C", "C", "H", "H", "H", "H", "H", "H", "F", "B", "F", "F", "F", "O", "C", "O", "C", "C", "Ge", "C", "C", "C", "C", "C", "C", "C", "C", "C", "C", "C", "C", "C", "C", "C", "C", "C", "C", "H", "H", "H", "H", "H", "H", "H", "H", "H", "H", "H", "H", "H", "H", "H", "H", "H", "H", "H"], "xyz": [[0.532, 0.145, 1.283], [0.156, -3.383, 3.575], [0.306, -2.544, 2.462], [0.131, -1.245, 2.543], [-0.249, -0.697, 3.730], [-0.383, -1.456, 4.907], [-0.165, -2.846, 4.794], [-0.696, -0.783, 6.111], [-0.866, 0.578, 6.099], [-0.777, 1.338, 4.921], [-0.490, 0.718, 3.711], [-0.334, 1.249, 2.471], [-0.779, 2.438, 1.975], [-1.608, 3.399, 2.570], [-2.008, 4.506, 1.837], [-1.657, 4.662, 0.501], [-0.871, 3.705, -0.130], [-0.652, 3.711, -1.622], [0.039, 2.400, -2.084], [0.828, 1.645, -1.096], [0.529, 1.679, 0.144], [-0.389, 2.643, 0.627], [0.319, -4.447, 3.464], [0.587, -2.932, 1.489], [-0.254, -3.473, 5.673], [-0.774, -1.350, 7.031], [-1.076, 1.089, 7.031], [-0.895, 2.410, 4.972], [-1.976, 3.263, 3.575], [-2.645, 5.247, 2.305], [-2.039, 5.503, -0.068], [-0.225, 4.655, -1.974], [0.546, 2.496, -3.043], [1.591, 0.946, -1.420], [5.677, 2.139, 6.221], [5.273, 0.878, 5.900], [5.843, -0.399, 6.801], [4.316, 0.741, 4.805], [4.026, -0.499, 4.234], [3.097, -0.582, 3.217], [2.422, 0.468, 2.750], [2.723, 1.658, 3.257], [3.644, 1.844, 4.267], [6.445, 2.165, 6.872], [5.716, 2.823, 5.479], [4.545, -1.381, 4.580], [2.888, -1.532, 2.742], [2.181, 2.499, 2.837], [3.811, 2.841, 4.655], [3.431, -0.536, -1.590], [3.358, -0.503, -0.201], [3.631, 0.784, 0.257], [4.168, -1.461, 0.387], [1.960, -0.836, 0.183], [-2.524, -0.539, 1.430], [-2.170, -0.897, 0.303], [-1.040, -0.658, -0.260], [-3.157, -1.745, -0.513], [-3.324, -1.360, -1.983], [-1.684, -1.099, -3.078], [-1.579, 0.853, -3.413], [-1.840, 1.388, -4.613], [-1.986, 2.837, -4.802], [-2.046, 3.693, -3.781], [-1.937, 3.235, -2.360], [-1.392, 1.788, -2.264], [-2.113, -1.794, -4.913], [-1.107, -1.765, -5.882], [-1.314, -2.256, -7.162], [-2.544, -2.802, -7.505], [-3.559, -2.839, -6.562], [-3.341, -2.337, -5.284], [-0.079, -2.153, -2.678], [-0.216, -3.368, -2.012], [0.884, -4.181, -1.791], [2.138, -3.792, -2.244], [2.284, -2.588, -2.912], [1.181, -1.771, -3.122], [-4.116, -1.695, 0.004], [-2.793, -2.775, -0.434], [-3.868, -0.414, -2.063], [-3.939, -2.117, -2.477], [-1.975, 0.754, -5.481], [-2.097, 3.197, -5.819], [-2.222, 4.752, -3.949], [-2.864, 3.450, -1.819], [-1.690, 1.315, -1.331], [-0.136, -1.353, -5.626], [-0.515, -2.217, -7.894], [-2.706, -3.202, -8.499], [-4.523, -3.260, -6.822], [-4.153, -2.367, -4.566], [-1.194, -3.679, -1.660], [0.767, -5.118, -1.258], [3.003, -4.417, -2.058], [3.263, -2.266, -3.240], [1.314, -0.814, -3.617]], "spin_multiplicity": 2, "e_lumo_ev": [1.3, 1.3], "orbital_gap_ev": [5.57, 5.54], "s2": 0.7602, "total_charge": -1, "largest_force_ha_per_bohr": 0.0276}

4.
{"formula": "C19H20N6O4PPr", "method": "the ωB97M-V functional and the def2-TZVPD basis", "species": ["Pr", "C", "C", "C", "C", "C", "H", "H", "H", "H", "H", "C", "N", "C", "C", "N", "C", "P", "C", "N", "C", "C", "N", "C", "C", "N", "C", "C", "N", "C", "H", "H", "H", "H", "H", "H", "H", "H", "H", "H", "H", "H", "H", "H", "H", "O", "C", "O", "C", "O", "O"], "xyz": [[0.164, 0.223, -0.263], [1.469, 0.671, 1.944], [2.444, 0.724, 0.919], [2.622, -0.586, 0.417], [1.778, -1.453, 1.147], [1.062, -0.680, 2.087], [1.225, 1.478, 2.626], [3.043, 1.588, 0.661], [3.408, -0.898, -0.261], [1.802, -2.534, 1.107], [0.457, -1.071, 2.896], [-4.584, 1.640, -1.902], [-3.689, 1.517, -0.788], [-3.648, 2.326, 0.304], [-2.598, 1.898, 1.063], [-1.999, 0.835, 0.451], [-2.684, 0.625, -0.676], [-2.389, -0.559, -2.111], [-2.271, -1.942, -0.839], [-1.361, -1.882, 0.129], [-1.569, -2.975, 0.913], [-2.611, -3.703, 0.416], [-3.044, -3.039, -0.693], [-4.116, -3.427, -1.566], [-0.669, -1.057, -2.720], [0.469, -1.262, -2.059], [1.435, -1.430, -3.010], [0.873, -1.332, -4.248], [-0.449, -1.087, -4.052], [-1.428, -0.836, -5.068], [-5.334, 2.396, -1.678], [-5.071, 0.684, -2.100], [-4.018, 1.960, -2.782], [-4.342, 3.130, 0.438], [-2.243, 2.254, 2.014], [-0.968, -3.164, 1.779], [-3.065, -4.612, 0.757], [-4.526, -4.383, -1.239], [-3.750, -3.526, -2.589], [-4.909, -2.676, -1.553], [2.453, -1.641, -2.735], [1.297, -1.407, -5.228], [-0.950, -0.889, -6.044], [-1.858, 0.157, -4.927], [-2.224, -1.580, -5.012], [0.264, 4.266, -1.989], [-0.025, 3.104, -1.796], [0.543, 2.263, -1.020], [-1.284, 2.491, -2.531], [-2.211, 3.149, -2.954], [-1.218, 1.190, -2.533]], "spin_multiplicity": 3, "e_lumo_ev": [0.2, 0.2], "e_above_lowest_kcal_mol": 47.00, "orbital_gap_ev": [8.27, 8.32], "s2": 2.0022, "total_charge": 0, "largest_force_ha_per_bohr": 0.0329}